No. 1
ORCA calculation (ωB97M-V with the def2-TZVPD basis set) on a structure of composition C20H29N6O2PdSi.

Geometry as ORCA input:
```
! wB97M-V def2-TZVPD RIJCOSX def2/J DEFGRID3
* xyz 1 1
Pd 0.49760 0.00686 0.41750
C 4.76730 -2.63258 1.70108
O 3.62541 -2.76620 0.83829
C 2.46048 -2.19283 1.12147
O 1.60118 -2.11242 0.26296
N 2.29994 -1.74879 2.41005
N 1.04826 -1.20839 2.74295
H 5.63673 -2.70530 1.05694
H 4.78213 -3.44900 2.42342
H 4.76837 -1.66921 2.20754
H 2.82256 -2.21134 3.13835
H 1.17288 -0.49956 3.45379
H 0.42478 -1.93411 3.07979
C -2.48882 -0.88517 0.98636
N -1.50441 -1.02505 -0.12453
C -1.47981 -2.46035 -0.51940
N -2.79368 -2.94237 -0.90825
C -3.71318 -2.75679 0.21720
N -3.81226 -1.34670 0.61719
C -4.27276 -0.57385 -0.54051
N -3.36974 -0.71358 -1.68511
C -2.05236 -0.25652 -1.28736
C -3.27789 -2.13729 -2.03509
H -2.52682 0.16439 1.28436
H -2.12967 -1.48076 1.82921
H -1.11476 -3.03765 0.33139
H -0.77472 -2.57657 -1.34229
H -3.36212 -3.34467 1.06713
H -4.70336 -3.11312 -0.06718
H -4.33519 0.48009 -0.26256
H -5.26739 -0.91838 -0.82343
H -2.10093 0.79628 -1.00405
H -1.35821 -0.36942 -2.12100
H -2.59497 -2.25475 -2.87774
H -4.26342 -2.49575 -2.33211
C 0.59765 3.31031 -4.65364
C -0.26950 3.35419 -3.56723
C 0.10496 2.78178 -2.36477
C 1.35932 2.17064 -2.22697
C 2.21707 2.13166 -3.33361
C 1.83790 2.70114 -4.54096
Si 1.91293 1.37739 -0.68722
C 1.49464 1.93056 1.01013
C 2.45622 1.80040 2.05203
C 2.12481 2.08769 3.35095
C 0.80775 2.46477 3.67312
C -0.15448 2.56928 2.69802
C 0.18509 2.31650 1.35878
H 0.30081 3.75420 -5.59493
H -1.23505 3.83303 -3.66269
H -0.58351 2.81973 -1.53021
H 3.19129 1.66290 -3.25274
H 2.50808 2.67004 -5.38958
H 3.34433 1.03967 -0.77609
H 3.46723 1.49225 1.81068
H 2.87542 2.03092 4.12907
H 0.55504 2.69354 4.70103
H -1.16126 2.87145 2.95345
H -0.54785 2.50681 0.58698
*
```

Output
* LUMO level: -3.77 eV
* energy relative to the best compared isomer or geometry (same formula, charge and spin): 0.0 kJ/mol
* gap between HOMO and LUMO: 7.3 eV
* calculated total energy: -1675.6629 hartree
* E_HOMO: -0.4051 hartree

No. 2
ORCA calculation (ωB97M-V with the def2-TZVPD basis set) on a structure of composition C23H13BF4MnN8O4S.

Geometry as ORCA input:
```
! wB97M-V def2-TZVPD RIJCOSX def2/J DEFGRID3
* xyz 1 5
Mn -0.74375 -0.62337 -0.14653
S 1.72200 1.66953 6.53869
N 2.28487 0.51557 5.56569
C 1.53255 0.52374 4.47899
C 1.68262 -0.35874 3.34367
C 2.60714 -1.40190 3.25513
C 2.60869 -2.20033 2.13087
C 1.69378 -1.94973 1.11332
N 0.82224 -0.94958 1.18392
C 0.80088 -0.17216 2.27974
C -0.24856 0.83319 2.31600
N -1.07460 0.86708 1.24991
C -2.14510 1.65740 1.29877
C -2.41172 2.48726 2.37975
C -1.54893 2.49363 3.45631
C -0.44192 1.64587 3.43528
C 0.49951 1.49637 4.52311
N 0.49042 2.19722 5.64374
H 3.29298 -1.57930 4.07252
H 3.29098 -3.03182 2.03789
H 1.64183 -2.57307 0.23017
H -2.81697 1.62073 0.45134
H -3.29627 3.10652 2.36816
H -1.72906 3.11734 4.32085
O 3.68678 -1.91065 -5.15442
C 2.93518 -2.26721 -4.09794
O 2.61782 -3.39789 -3.89711
C 2.54415 -1.16531 -3.17004
C 3.30600 -0.11949 -2.69452
N 2.57515 0.49686 -1.74350
N 1.38479 -0.08411 -1.56327
C 1.35755 -1.10144 -2.41342
C 0.11142 -1.92723 -2.47525
O -0.29978 -2.42347 -3.48300
O -0.52690 -2.00002 -1.30822
H 3.68894 -0.95305 -5.27898
H 4.30758 0.20051 -2.92837
H 2.84576 1.28408 -1.17852
N -3.93789 3.21801 -5.62549
C -3.44586 2.62343 -4.77713
C -2.83257 1.89198 -3.70817
C -3.19379 0.57641 -3.45024
C -2.56482 -0.08804 -2.41236
N -1.63295 0.50161 -1.64818
C -1.28826 1.77495 -1.90062
C -1.85861 2.50470 -2.91878
H -3.93722 0.06794 -4.04554
H -2.78322 -1.12499 -2.19086
H -0.52729 2.20369 -1.26325
H -1.55431 3.52458 -3.10121
F -0.77314 -3.16491 2.11366
B -1.90402 -2.41475 2.28601
F -1.70169 -1.35897 3.15487
F -3.05572 -3.08542 2.45872
F -2.05672 -1.67324 0.88784
*
```

Output
* LUMO level (spin up / spin down): -5.01 / -4.52 eV
* gap between HOMO and LUMO (spin up / spin down): 7.5 / 8.0 eV
* <S²>: 6.0472
* calculated total energy: -3596.9353 hartree
* E_HOMO (spin up / spin down): -0.4608 / -0.4610 hartree

No. 3
ORCA calculation (ωB97M-V with the def2-TZVPD basis set) on an isolated molecule of C6H9N.

Geometry as ORCA input:
```
! wB97M-V def2-TZVPD RIJCOSX def2/J DEFGRID3
* xyz 0 1
C 1.95279 -0.52896 -0.40792
C 0.67282 0.12231 0.09446
C -0.65377 -0.48779 0.57467
C -1.48740 0.63958 1.17848
C -1.53310 -0.98503 -0.58936
C -0.76996 1.73427 0.84857
N 0.52407 1.40204 0.26730
H 2.69670 -0.62941 0.39486
H 1.71592 -1.52812 -0.77633
H 2.41139 0.04856 -1.22006
H -0.43960 -1.36143 1.21054
H -1.93772 -0.14854 -1.17349
H -2.40203 -1.47734 -0.13982
H -1.00051 -1.68068 -1.23948
H -0.98842 2.79290 0.93425
H 1.23881 2.08764 0.04334
*
```

Output
* LUMO level: 0.48 eV
* energy relative to the best compared isomer or geometry (same formula, charge and spin): 339.5 kJ/mol
* gap between HOMO and LUMO: 7.7 eV
* calculated total energy: -288.6528 hartree
* E_HOMO: -0.2634 hartree

No. 4
ORCA calculation (ωB97M-V with the def2-TZVPD basis set) on an isolated molecule of C7H11NO2S2.

Geometry as ORCA input:
```
! wB97M-V def2-TZVPD RIJCOSX def2/J DEFGRID3
* xyz 0 3
C -1.17152 -0.45712 -0.82844
C 0.51860 0.89953 0.63490
C -1.55947 -1.34894 1.44244
C -2.67331 -0.38356 1.97254
C -0.81053 1.31878 0.34247
C 2.90545 0.42690 -2.11390
C 2.53302 0.63571 -0.58461
N -1.66758 -1.33334 -0.03123
O 0.91368 0.16011 1.52125
O 1.25159 1.31662 -0.47539
S -0.94076 -0.43060 -2.39423
S -2.13665 1.42750 1.54823
H -0.58904 -0.90549 1.61631
H -1.77691 -2.29684 1.89623
H -3.60882 -0.49533 1.40610
H -2.78093 -0.54339 2.94460
H -0.93429 2.08588 -0.43558
H 3.00980 1.43110 -2.74896
H 3.88208 -0.12905 -2.27775
H 2.04730 -0.18763 -2.59932
H 3.22825 1.26264 -0.08495
H 2.46499 -0.33698 -0.22488
H -2.10497 -2.11649 -0.52583
*
```

Output
* LUMO level (spin up / spin down): 0.67 / -2.48 eV
* energy relative to the best compared isomer or geometry (same formula, charge and spin): 0.0 kJ/mol
* gap between HOMO and LUMO (spin up / spin down): 6.6 / 6.6 eV
* <S²>: 2.0102
* calculated total energy: -1274.7478 hartree
* E_HOMO (spin up / spin down): -0.2182 / -0.3356 hartree

No. 5
ORCA calculation (ωB97M-V with the def2-TZVPD basis set) on a cluster of 14 separate species, C41H100O18 in total.

Geometry as ORCA input:
```
! wB97M-V def2-TZVPD RIJCOSX def2/J DEFGRID3
* xyz 0 1
C 4.58552 2.59862 1.24501
C 3.06508 2.87407 1.48026
C 2.83211 4.19088 0.70758
O 4.07783 4.53454 0.09677
C 5.12881 3.95794 0.89646
H 4.70387 1.95840 0.36886
H 5.06989 2.09186 2.08243
H 2.81605 2.93533 2.53245
H 2.48588 2.06322 1.03152
H 2.49900 5.00885 1.35880
H 2.10710 4.07724 -0.09917
H 5.36271 4.57874 1.78047
H 6.02509 3.95175 0.27161
C 5.23517 0.41497 -2.18490
C 6.25993 1.45062 -1.70674
C 7.38019 1.33732 -2.75857
O 6.73675 0.93500 -3.96965
C 5.39828 0.53116 -3.71819
H 4.26312 0.72892 -1.81976
H 5.47465 -0.59923 -1.86508
H 6.58695 1.22204 -0.68664
H 5.80996 2.44889 -1.69852
H 8.09582 0.56535 -2.44635
H 7.88513 2.29350 -2.88597
H 5.20679 -0.43867 -4.17572
H 4.63261 1.19881 -4.13903
C 1.03519 -4.06707 -2.77131
C 1.62249 -4.70388 -4.04043
C 3.14819 -4.44733 -3.94214
O 3.39601 -4.16932 -2.53477
C 2.16870 -4.29810 -1.77958
H 0.15578 -4.65351 -2.50396
H 0.78043 -3.01478 -2.86982
H 1.15959 -4.37808 -4.97095
H 1.43588 -5.78432 -4.00876
H 3.44724 -3.56180 -4.49737
H 3.71293 -5.34701 -4.18729
H 2.20156 -3.50181 -1.02944
H 2.18356 -5.25999 -1.25616
C 3.78789 -1.20267 1.09600
C 2.92376 -1.29775 2.35988
C 3.86327 -0.63055 3.37923
O 5.19626 -1.09304 2.98986
C 5.12577 -1.67925 1.66923
H 3.83739 -0.17870 0.71871
H 3.41944 -1.82622 0.27646
H 2.75535 -2.33744 2.65411
H 1.95007 -0.79938 2.32707
H 3.68255 -0.99561 4.38766
H 3.81964 0.45178 3.25855
H 5.18820 -2.77605 1.71418
H 5.98775 -1.33563 1.08293
C 0.06757 0.94648 5.71359
C -0.50884 0.66101 4.31708
C 0.41125 1.51122 3.40395
O 1.66793 1.64826 4.09558
C 1.56697 1.09269 5.40214
H -0.04920 0.10556 6.39761
H -0.38183 1.84450 6.13526
H -1.51999 1.03074 4.11576
H -0.49734 -0.39294 4.01708
H -0.01203 2.51790 3.32632
H 0.61618 1.08486 2.42279
H 2.14160 1.66262 6.13708
H 2.02657 0.08750 5.44278
C -2.68288 -1.65711 5.61126
O -2.15505 -2.96200 5.38538
H -1.92743 -0.96123 5.98271
H -3.14698 -1.20890 4.72931
H -3.48565 -1.65205 6.36679
H -2.33223 -3.49914 6.15867
C -0.83396 3.92752 -0.09351
O -1.33035 3.23177 1.09188
H -0.03692 3.36282 -0.58064
H -1.64237 4.07226 -0.83435
H -0.52630 4.93643 0.18040
H -1.26773 2.26088 0.97923
C -3.32474 -3.04545 2.39578
O -3.11358 -3.32904 1.01358
H -2.46552 -2.51137 2.79742
H -4.15643 -2.33498 2.52778
H -3.53063 -3.94922 2.96580
H -3.98134 -3.52357 0.64105
C -0.21267 -5.18166 0.47032
O -1.02823 -4.46750 -0.44993
H 0.40927 -4.47360 1.03754
H -0.83511 -5.72318 1.19949
H 0.41437 -5.92356 -0.01089
H -1.72196 -4.07813 0.10714
C -4.13034 4.71506 2.38893
O -3.22353 3.82655 3.04720
H -4.94719 4.15833 1.90179
H -4.56517 5.40574 3.10881
H -3.62126 5.30080 1.61442
H -2.54378 3.58366 2.37196
C -7.37309 -2.56354 2.85793
O -7.44675 -1.68654 3.94770
C -6.33777 -0.85249 4.05203
C -6.06333 0.00180 2.82449
O -7.18706 0.67741 2.36905
C -7.39372 1.85859 3.05223
H -8.27709 -3.16300 2.85718
H -6.49970 -3.23179 2.95315
H -7.31318 -2.02229 1.90662
H -5.43644 -1.43937 4.30596
H -6.55041 -0.21617 4.91463
H -5.68009 -0.64045 2.02188
H -5.23286 0.68765 3.05997
H -7.69896 1.70371 4.09359
H -8.20616 2.41396 2.57553
H -6.51277 2.51508 3.00615
C -2.81622 0.25106 1.40091
O -1.62023 0.51295 0.69766
C -0.97343 -0.65609 0.31763
C 0.37226 -0.33259 -0.24506
O 0.26684 0.61811 -1.29133
C 1.53176 0.99622 -1.76402
H -2.64524 -0.13771 2.41732
H -3.44255 -0.44678 0.82673
H -3.37141 1.18605 1.50609
H -1.58324 -1.23180 -0.39420
H -0.86917 -1.30694 1.20347
H 0.84724 -1.25350 -0.61986
H 1.03994 0.05424 0.54611
H 2.09928 1.45998 -0.93934
H 1.38040 1.73595 -2.54284
H 2.13723 0.16538 -2.15278
C -2.55298 1.51171 -3.01309
O -3.65064 1.01536 -3.75447
C -4.03202 -0.28644 -3.37059
C -4.68948 -0.32591 -2.01461
O -5.76514 0.55627 -1.97346
C -6.39280 0.57102 -0.72112
H -2.85602 1.60561 -1.95766
H -2.27775 2.49584 -3.37658
H -1.69922 0.82158 -3.02373
H -3.15574 -0.96181 -3.33405
H -4.68068 -0.61370 -4.18596
H -3.92980 0.01579 -1.28393
H -4.97868 -1.35297 -1.74398
H -5.66167 0.62575 0.09469
H -7.05044 -0.29645 -0.57807
H -7.00448 1.47162 -0.68691
C 0.27536 0.85829 -5.19531
O 1.49568 1.17576 -5.79456
C 1.77844 0.31902 -6.86507
C 3.05344 0.68234 -7.54092
O 4.15262 0.39384 -6.75433
C 5.32671 0.90866 -7.28225
H 0.33538 -0.06545 -4.60538
H -0.57614 0.79190 -5.88717
H 0.04410 1.67556 -4.51360
H 0.97299 0.32860 -7.61641
H 1.85590 -0.70909 -6.49055
H 3.06243 1.76445 -7.76668
H 3.13550 0.18180 -8.51792
H 6.15401 0.51503 -6.68915
H 5.37868 2.00323 -7.26292
H 5.49601 0.54257 -8.31103
*
```

Output
* LUMO level: 0.14 eV
* gap between HOMO and LUMO: 9.4 eV
* calculated total energy: -2976.1368 hartree
* E_HOMO: -0.3413 hartree

No. 6
ORCA calculation (ωB97M-V with the def2-TZVPD basis set) on an isolated molecule of C4H6N2O.

Geometry as ORCA input:
```
! wB97M-V def2-TZVPD RIJCOSX def2/J DEFGRID3
* xyz 0 1
N 1.27675 1.11174 0.51653
C 0.81616 0.46398 -0.60307
C -0.12511 -0.69061 -0.32052
O 0.20236 -1.75606 -1.01657
C -1.23653 -0.70924 0.52128
C -1.53882 0.37860 1.34727
N 1.15136 0.63527 -1.82745
H 1.71191 2.00710 0.33235
H 0.67255 1.09662 1.33612
H -0.45522 -2.44277 -0.81476
H -1.80368 -1.65926 0.48117
H -2.47014 0.12371 1.89438
H 1.79311 1.43204 -1.84698
*
```

Output
* LUMO level: -0.74 eV
* energy relative to the best compared isomer or geometry (same formula, charge and spin): 421.3 kJ/mol
* gap between HOMO and LUMO: 7.7 eV
* calculated total energy: -340.6345 hartree
* E_HOMO: -0.3084 hartree